(1)
This record from the Open Molecules 2025 dataset describes C33H57IrNP2 as an isolated structure in a non-equilibrium geometry. The level of theory is the ωB97M-V functional and the def2-TZVPD basis.

Results
Frontier orbital gap (alpha / beta) = 5.55 / 3.46 eV
⟨S²⟩ = 8.787
Highest occupied orbital energy (alpha / beta) = -11.21 / -13.10 eV
Spin multiplicity = 6
LUMO energy (alpha / beta) = -5.66 / -9.64 eV
Charge = +2
Max |F| = 6.0 eV Å⁻¹

```
94
Properties=species:S:1:pos:R:3:forces:R:3
Ir 0.257904 0.259685 -0.324063 -3.1 2.3 -1.4
P -1.202587 1.100935 1.290542 -3.7 -0.2 4.8
P -0.705064 0.163299 -2.503548 -1.5 -0.6 -4.6
N -1.602031 -5.333952 1.733638 0.4 1.0 1.1
C 1.706046 3.581332 -1.547530 -0.9 1.4 -0.2
C 1.380804 4.573054 1.291684 -0.1 1.8 -0.1
C -2.567587 2.416143 1.083111 0.8 0.4 -0.3
C -0.515481 -6.151115 2.309928 0.2 -0.5 -0.3
C -3.910537 -1.574922 -0.646547 0.3 1.5 -0.3
C 2.581342 4.155835 0.921215 0.7 1.9 -0.3
C -1.128750 -4.646849 0.486963 0.6 0.1 -1.4
C 2.186349 -0.639145 -1.150594 1.0 -2.2 1.7
C -0.801109 -1.543040 -3.335999 0.0 0.3 0.7
C 3.371330 4.873941 -0.186910 -0.2 -0.2 0.7
C 0.649927 5.732745 0.613261 0.5 -0.3 0.5
C -1.445976 -1.743778 -0.160672 -1.3 -5.1 1.2
C -4.225154 -2.871836 -0.471052 -1.1 -1.1 -0.1
C -2.161149 -4.464993 2.788728 -0.6 -0.5 0.2
C 0.466643 3.932625 -1.152974 1.0 0.9 -0.7
C 1.409706 -1.692615 -0.503176 0.9 -0.9 -0.2
C 2.887221 -0.749418 -2.517536 -0.8 0.5 0.8
C -0.006232 0.954029 -4.089852 0.1 0.3 0.9
C 3.930332 0.950923 -0.188185 -1.0 0.3 0.3
C 1.075245 -3.066096 -1.113276 0.2 1.0 0.2
C 0.585274 -2.300043 1.978612 0.2 0.7 -0.8
C -2.602174 -0.024671 1.998860 -0.1 -0.6 -0.6
C 2.474534 0.097130 2.643690 -0.4 0.1 -0.8
C -3.223770 -3.707338 -0.101267 0.3 0.0 0.1
C 1.931350 -0.127939 1.207235 1.6 -1.7 0.0
C 2.862634 4.556795 -1.602406 -0.5 -0.1 -0.4
C 1.192431 -1.351196 0.930858 1.7 -0.6 -0.3
C -2.585143 -1.137557 -0.485945 -0.3 1.1 -0.2
C -0.696986 1.197150 3.138425 1.0 0.9 -0.6
C -2.508151 0.639329 -2.840796 0.4 0.2 0.5
C -1.875868 -3.269065 0.095789 0.9 -1.3 0.3
C 2.538525 0.285485 -0.078396 2.1 -1.1 0.8
C 0.085304 5.351226 -0.762566 0.0 -0.3 -0.6
H -2.370863 -0.112905 -0.511612 -0.8 1.5 -0.5
H -3.086248 0.399725 2.879669 0.5 0.4 -0.1
H 2.546975 5.473269 -2.101589 -0.1 0.1 0.1
H 1.747767 -0.201564 3.396705 -0.1 0.0 -0.1
H 0.326398 1.524106 3.288746 0.1 0.4 -0.2
H -1.000088 5.448283 -0.781058 0.0 -0.1 0.1
H -0.024763 -4.655864 0.511969 -0.5 0.7 0.4
H -4.700557 -0.873238 -0.885123 0.1 0.2 0.0
H -1.269155 -2.294129 -2.704408 0.1 0.0 0.1
H 1.334928 6.570355 0.492475 0.3 -0.1 -0.1
H 4.071694 1.500118 -1.114327 -0.1 0.3 0.0
H -1.390161 -1.490687 -4.251106 0.0 0.4 0.0
H -1.285887 -5.359503 -0.354744 -0.3 0.5 0.5
H -0.883942 -6.765585 3.157226 0.1 0.5 -0.5
H 4.204354 1.564999 0.666135 -0.3 0.3 -0.1
H 3.820976 -1.303138 -2.421818 0.0 0.0 0.2
H -0.374757 3.292877 -1.021440 -0.3 -1.2 -0.2
H -2.951013 2.406307 0.063473 0.2 0.0 -0.1
H 1.317990 -3.122894 -2.171360 0.1 0.2 0.0
H 0.975544 4.316124 2.238823 -0.3 -0.8 0.7
H 1.660926 -3.839573 -0.617432 0.2 0.0 0.1
H 3.651920 4.153951 -2.236934 0.0 -0.1 0.1
H -2.807148 0.362738 -3.851587 0.3 -0.1 0.0
H 0.029073 -3.335463 -0.987328 0.4 0.2 -0.3
H 4.442649 4.718457 -0.086714 0.0 -0.5 0.0
H -5.241066 -3.227144 -0.592512 0.1 0.0 0.0
H -1.352025 1.881484 3.678459 -0.1 0.0 -0.2
H -3.395387 -0.175817 1.265567 0.1 0.1 0.4
H 1.048774 0.713315 -4.212719 0.0 0.0 0.1
H -3.419151 2.277445 1.748128 0.3 -0.5 0.1
H -3.171839 0.135606 -2.138512 0.1 0.3 -0.5
H 0.187486 -1.890989 -3.619366 0.1 0.0 0.1
H 1.363091 -2.898598 2.451734 0.2 0.1 0.0
H -0.743845 0.226473 3.631503 -0.3 -0.1 -0.4
H -2.214458 -1.000052 2.294542 0.0 -0.1 -0.2
H -3.524590 -4.740587 0.042256 0.6 -0.1 0.2
H 2.807395 1.095182 2.904642 -0.1 0.3 -0.3
H -0.131379 -2.986593 1.528723 0.4 0.4 0.1
H 0.437926 6.049549 -1.521859 0.1 0.0 0.0
H 2.025241 2.614515 -1.836693 -0.4 -1.3 -0.1
H 3.300874 5.949402 -0.029764 -0.3 0.1 0.1
H 4.684235 0.163761 -0.203543 -0.2 -0.4 0.0
H -2.206550 3.405370 1.320367 0.4 0.4 -0.3
H -1.435170 -3.711180 3.143701 -0.3 -0.1 -0.1
H 3.338680 -0.550237 2.793356 0.1 -0.1 -0.2
H -2.459842 -5.081586 3.664601 0.4 0.2 -0.7
H 3.130750 3.543899 1.584940 0.4 -1.0 0.5
H 0.062979 -1.752138 2.759596 0.0 0.1 0.1
H -0.107911 6.150200 1.274002 -0.2 -0.3 0.0
H 0.311153 -5.499285 2.681145 -0.4 -0.3 -0.2
H 3.125702 0.232321 -2.924817 0.0 0.0 0.1
H -3.088795 -3.966591 2.449571 0.5 0.0 -0.1
H -0.536669 0.595809 -4.971889 -0.2 -0.2 0.2
H 2.274782 -1.265871 -3.251767 -0.1 -0.1 0.0
H -0.120534 2.037520 -4.070393 0.1 0.0 0.2
H -0.097307 -6.842682 1.546612 -0.3 0.5 0.4
H -2.648317 1.714636 -2.735504 0.1 0.1 0.1
```
Forces are in eV/Å.

(2)
This record from the Open Molecules 2025 dataset describes C33H57O15S4V as an isolated structure in a non-equilibrium geometry. The level of theory is the ωB97M-V functional and the def2-TZVPD basis.

Results
ΔE to the lowest compared entry with this formula, charge and spin = 0.0000 eV
Frontier orbital gap = 8.77 eV
Highest occupied orbital energy = -8.73 eV
LUMO energy = 0.04 eV
Max |F| = 2.7 eV Å⁻¹

```
110
Properties=species:S:1:pos:R:3:forces:R:3
V -25.713237 9.894293 26.419053 2.2 -1.3 -0.6
S -23.400012 9.742723 29.298099 0.7 0.3 0.2
S -23.789942 12.945699 26.424420 -0.3 1.1 -1.2
S -27.633720 11.610864 28.902595 -1.0 -0.1 1.1
S -25.750053 5.566508 22.626930 0.3 0.7 0.2
O -23.875054 10.962773 30.205711 -0.1 -0.4 -0.3
O -26.385922 8.492304 26.677696 0.2 -0.4 -0.1
O -24.323272 9.719927 28.214458 -0.1 0.0 -0.2
O -24.083312 9.556975 25.214127 -2.4 0.6 1.0
O -22.833664 13.385289 27.384047 0.2 -0.2 0.2
O -28.892035 12.054857 28.395693 0.3 0.4 -0.4
O -24.786820 4.921029 23.721401 -0.2 -0.3 -0.4
O -26.716981 10.663237 25.513056 -0.9 0.8 -1.2
O -24.520246 14.272124 25.921167 0.2 -0.5 0.6
O -26.636732 4.572811 22.108258 -0.2 -0.1 0.2
O -24.842844 12.050763 26.814905 0.3 -0.4 0.4
O -26.902944 10.597427 28.208697 0.3 0.1 0.1
O -23.220975 8.589050 30.113640 -0.1 -0.1 0.0
O -27.921522 10.963746 30.322918 0.5 -0.4 -0.2
O -24.877786 6.264162 21.738519 0.1 0.0 0.0
C -29.296077 13.884219 23.282570 0.2 0.4 0.1
C -24.363842 3.185886 25.381976 0.2 1.2 -0.1
C -28.359766 3.578910 28.496151 0.1 0.1 -0.4
C -29.683990 10.823208 31.973092 0.1 0.8 0.9
C -25.401404 4.108882 24.741135 0.0 -0.4 0.6
C -21.807438 10.300891 28.726938 -0.3 -0.2 0.5
C -28.572295 4.781575 27.826666 -0.3 0.4 0.9
C -30.128993 14.997545 23.360310 -0.4 -0.1 -0.2
C -23.104245 8.562933 25.156802 0.6 0.7 1.0
C -27.064069 3.231171 28.833136 0.3 -0.2 0.8
C -31.053327 15.125949 24.387939 -0.1 -0.5 -0.5
C -22.577252 8.363980 23.755940 0.4 -1.0 -1.0
C -23.001541 12.404627 24.926821 0.2 -0.3 0.3
C -31.153258 14.115212 25.336324 0.9 1.2 1.1
C -30.230583 13.082557 25.348294 -0.5 -0.6 -0.8
C -31.353760 7.552285 27.464027 0.2 0.4 0.2
C -25.998286 4.123871 28.702686 -0.8 -0.5 -0.3
C -32.078171 7.164171 26.351581 -0.2 -0.6 0.0
C -27.548223 5.719489 27.739512 -0.6 -1.1 -0.7
C -29.361431 12.911486 24.269023 -0.3 -0.2 0.5
C -26.581705 12.960049 29.345828 0.3 -0.2 -1.2
C -23.446836 7.239262 25.833512 -0.9 0.4 -0.2
C -26.271974 5.366779 28.167655 0.5 1.0 -0.7
C -26.179811 15.444127 24.665973 -1.0 0.4 1.5
C -23.369151 11.045889 31.553709 0.1 0.6 0.8
C -31.712375 7.555095 25.066674 0.7 -0.9 0.9
C -26.660557 6.748548 23.607331 -0.2 -0.1 -0.6
C -24.482362 11.515528 32.469077 -0.3 -0.2 0.1
C -28.665528 11.731615 31.311933 -0.3 -0.3 -0.9
C -30.229332 8.358397 27.316247 -0.3 -0.1 -0.2
C -25.712425 14.088559 25.134187 -0.4 -0.3 -1.8
C -29.803115 8.695731 26.035744 0.0 0.1 0.5
C -30.526680 8.267179 24.933037 -0.5 0.7 -0.7
H -27.435709 7.161287 22.961500 -0.1 -0.3 0.0
H -29.307282 9.809298 32.075614 -0.1 -0.1 -0.1
H -30.253317 8.593320 23.935045 0.3 -0.1 0.1
H -29.830792 11.228976 32.979826 0.0 -0.2 0.1
H -29.723516 8.746478 28.191270 0.2 -0.1 0.0
H -25.788798 4.802577 25.489769 -0.1 -0.2 0.1
H -26.482104 13.477630 25.607798 0.1 0.4 0.6
H -22.992141 10.085249 31.896125 0.1 -0.1 -0.2
H -22.541050 6.635050 25.837358 -0.2 -0.3 0.3
H -25.493202 6.085447 27.927045 0.2 -0.1 0.4
H -21.614567 7.836407 23.758252 0.0 0.0 0.3
H -25.350474 10.865988 32.340297 -0.1 0.2 -0.1
H -27.921039 12.123545 32.002541 -0.1 0.1 0.1
H -30.137143 15.721024 22.553676 0.3 0.1 0.1
H -23.708887 11.811433 24.350860 0.0 0.1 0.0
H -25.009751 3.780669 28.973055 0.1 0.3 0.0
H -30.671543 10.890745 31.524518 0.2 -0.4 -0.4
H -25.781078 12.519550 29.934148 -0.1 0.3 0.3
H -31.664149 7.244493 28.455100 0.0 0.0 0.0
H -21.302259 9.493646 28.201877 -0.3 0.0 -0.2
H -25.480146 13.502145 24.234050 0.3 0.0 0.2
H -28.832544 11.967310 24.272505 0.6 0.2 -0.3
H -28.908368 9.294881 25.946812 0.1 0.1 -0.3
H -27.163701 15.381491 24.199817 0.3 -0.3 -0.6
H -32.883514 6.451604 26.496942 -0.2 0.2 -0.1
H -27.790080 6.611136 27.177705 0.5 0.3 0.3
H -23.212045 7.684560 23.175625 -0.3 0.2 0.1
H -30.259418 12.298390 26.093620 0.0 0.2 0.2
H -22.158483 11.762242 25.177035 -0.1 -0.1 0.2
H -24.741698 12.560801 32.299608 -0.1 -0.1 -0.2
H -27.112635 6.192151 24.424403 -0.1 0.3 0.2
H -28.557166 13.884788 22.490431 -0.1 -0.5 -0.1
H -22.398259 9.232448 23.120201 -0.3 0.4 0.5
H -21.231786 10.493543 29.631924 0.0 0.2 0.0
H -31.744602 14.333076 26.219992 -0.4 -0.5 -0.2
H -21.958753 11.190729 28.123206 0.1 0.0 0.0
H -32.227832 7.084069 24.241096 -0.1 0.5 -0.3
H -22.583550 11.803873 31.559823 0.2 -0.2 -0.1
H -29.178576 2.922715 28.760139 0.0 -0.1 -0.3
H -31.731470 15.969122 24.402828 0.0 0.0 0.1
H -29.561216 5.066922 27.486346 0.0 -0.1 0.0
H -22.606490 13.273413 24.406497 -0.2 0.1 0.1
H -23.890668 3.753435 26.185450 0.0 -0.3 0.2
H -22.273955 8.953465 25.787254 0.2 0.0 -0.2
H -23.555299 2.950364 24.691559 -0.3 -0.3 -0.2
H -25.446635 15.997561 24.088849 0.0 -0.1 -0.2
H -26.462012 16.034345 25.547387 0.5 0.2 0.0
H -29.185809 12.507381 30.748180 0.1 0.3 0.4
H -27.146277 13.792582 29.752281 -0.1 -0.2 0.4
H -23.882285 7.456089 26.813341 0.6 -0.1 0.3
H -26.221827 3.490240 24.377421 0.0 0.3 -0.5
H -24.871151 2.301347 25.754423 0.2 -0.1 0.1
H -24.214124 11.448701 33.524190 0.3 -0.1 -0.1
H -26.051226 7.597901 23.911232 0.3 -0.3 0.2
H -26.139618 13.306745 28.410364 0.0 -0.1 0.0
H -24.269610 6.714278 25.343710 0.3 -0.1 -0.4
H -26.871161 2.259340 29.275314 -0.1 0.0 0.0
```
Forces are in eV/Å.